(1)
Density functional theory data (the ωB97M-V functional and the def2-TZVPD basis) for an isolated molecule of H2N2O3S at a distorted geometry.

Results
- Frontier orbital gap: 9.9 eV
- HOMO level: -0.39227 Eh
- F_max: 5.643 eV Å⁻¹
- Charge: 0

Element x y z (Å)
H 0.076 2.239 -1.058
H 0.458 -1.456 -0.225
O 0.076 -0.673 2.158
S -0.941 -0.851 1.067
O 0.727 1.652 -1.371
O -0.320 -2.008 0.084
N -0.512 0.631 0.128
N 0.436 0.466 -0.783

Here are the natural (NBO) charges for atoms 1 to 4, given in e: H 0.471; H 0.497; O -0.899; S 1.580

---

(2)
Density functional theory data (the ωB97M-V functional and the def2-TZVPD basis) for a 2-piece molecular cluster, C3H12NO2 overall at a distorted geometry.

Results
- Frontier orbital gap: 11.6 eV
- HOMO level: -0.53964 Eh
- F_max: 2.556 eV Å⁻¹
- Charge: +1

Element x y z (Å)
H -0.347 0.918 1.876
H 2.026 2.327 -0.930
H -1.420 1.146 0.416
H -0.182 -2.957 -2.009
H -0.275 -0.218 -0.804
H 0.875 -0.627 0.207
O 0.331 -2.148 -2.094
O 1.573 1.625 -0.456
C 0.509 2.153 0.322
H -1.047 -2.246 0.219
H 0.713 2.744 1.213
C -0.407 1.040 0.802
H 1.184 -2.372 -2.476
C -1.011 -1.410 0.896
N -0.097 -0.328 0.194
H -0.016 2.844 -0.342
H -0.438 -1.552 1.816
H -1.974 -0.939 1.149

Here are the natural (NBO) charges for atoms 1 to 4, given in e: H 0.223; H 0.504; H 0.224; H 0.487